[1]
Formula: C28H21IrN2O4P
Source: the OMol25 dataset
Level of theory: ωB97M-V/def2-TZVPD

Each line ends with the Löwdin spin population.
CARTESIAN COORDINATES (ANGSTROEM)
Ir  0.23916  0.09636  0.01793  2.302
C  -1.30115  5.30550  -4.24614  0.008
C  -2.25474  4.32509  -4.00855  0.000
C  -2.04390  3.38671  -3.01109  0.016
C  -0.88202  3.44423  -2.24212  0.081
C  0.08076  4.42206  -2.48683  0.018
C  -0.13748  5.35283  -3.48944  0.003
P  -0.69973  2.21912  -0.92185  0.303
C  1.11088  2.06526  -0.60421  0.064
C  1.78030  2.65461  0.49961  0.082
C  3.15288  2.62006  0.56663  0.020
C  3.89997  2.00259  -0.44543  0.093
C  3.26971  1.42475  -1.53437  0.018
C  1.88243  1.45153  -1.62572  0.088
C  -1.38407  2.93121  0.57689  0.017
C  -1.91132  4.20311  0.62387  0.039
C  -2.50202  4.67594  1.80543  -0.008
C  -2.59656  3.86132  2.90249  0.042
C  -2.09328  2.54042  2.87316  0.006
C  -2.23992  1.66286  3.97337  0.082
C  -1.76667  0.37850  3.91371  0.001
C  -1.09210  -0.07294  2.76803  0.106
C  -0.90336  0.74966  1.67246  0.166
C  -1.45000  2.06704  1.70151  0.054
H  -1.46128  6.03424  -5.02947  0.000
H  -3.15580  4.28447  -4.60518  0.000
H  -2.77439  2.60802  -2.82494  0.004
H  0.98657  4.46000  -1.89321  0.001
H  0.60368  6.11777  -3.67962  0.001
H  1.20302  3.13304  1.28088  0.002
H  3.66002  3.07865  1.40510  -0.001
H  4.97980  1.99039  -0.38018  0.004
H  3.85238  0.96802  -2.32289  -0.001
H  1.38848  1.07948  -2.51646  0.011
H  -1.87950  4.83936  -0.25138  0.002
H  -2.89523  5.68290  1.84067  -0.001
H  -3.07081  4.21798  3.80848  0.002
H  -2.74877  2.01560  4.86213  0.004
H  -1.90640  -0.29534  4.74860  -0.001
H  -0.71493  -1.08892  2.76382  0.008
C  2.42599  -2.14165  2.32923  0.005
C  1.27927  -2.66628  1.54480  0.017
N  0.56643  -1.99144  0.65717  0.081
C  -0.41020  -2.82966  0.17757  0.006
C  -0.28121  -4.04395  0.78210  0.001
N  0.79074  -3.91498  1.62840  0.006
C  -1.02557  -5.33737  0.74609  0.000
O  -2.09899  -5.37837  0.00019  0.001
O  -0.62282  -6.24589  1.42813  0.001
C  -1.36825  -2.31122  -0.83939  0.014
O  -2.21435  -3.05776  -1.31274  0.030
O  -1.19883  -1.07469  -1.15649  0.195
H  2.53206  -1.07429  2.14534  0.004
H  3.35394  -2.64035  2.04758  0.000
H  2.26671  -2.30067  3.39591  0.000
H  1.12258  -4.67925  2.20205  0.001
H  -2.27052  -4.51896  -0.48060  0.001

Properties
gap between HOMO and LUMO (alpha / beta)	7.24 / 5.70	eV
ΔE to the lowest compared entry with this formula, charge and spin	72.86	kJ/mol
spin multiplicity	5
HOMO (alpha / beta)	-10.4 / -11.6	eV
net charge	+1

=====

[2]
Formula: C28H21MnN6O4S
Source: the OMol25 dataset
Level of theory: ωB97M-V/def2-TZVPD

Each line ends with the Löwdin spin population.
CARTESIAN COORDINATES (ANGSTROEM)
Mn  -0.31474  -0.18320  -0.00281  3.301
C  -4.90496  -2.78353  0.55809  -0.003
N  -4.39015  -2.13906  -0.61964  -0.003
C  -4.87916  -2.29333  -1.88121  -0.007
C  -4.14824  -1.50896  -2.71705  -0.004
N  -3.18987  -0.87647  -1.95599  -0.005
C  -3.34679  -1.29237  -0.66704  -0.007
S  -2.43180  -0.81713  0.69308  -0.120
C  -2.28389  0.06970  -2.48170  0.000
C  -2.75153  0.90786  -3.49009  -0.002
C  -1.86250  1.74433  -4.14324  0.005
C  -0.51350  1.63215  -3.82988  -0.002
C  -0.13867  0.81073  -2.78251  0.003
N  -1.00499  0.08353  -2.05192  -0.031
H  -5.97697  -2.94309  0.45163  0.000
H  -4.72423  -2.16617  1.43625  -0.002
H  -4.42409  -3.75268  0.70164  0.000
H  -5.70619  -2.93909  -2.10679  0.000
H  -4.23212  -1.38081  -3.77837  0.000
H  -3.79937  0.91360  -3.74828  0.000
H  -2.21613  2.44965  -4.88159  0.000
H  0.23420  2.18394  -4.37861  0.000
H  0.90996  0.71171  -2.52681  0.000
C  0.64891  0.49603  4.12914  -0.004
C  0.10662  0.65113  2.84990  0.001
N  0.15962  -0.30780  1.93984  -0.067
C  0.71810  -1.49478  2.27562  -0.002
C  1.26284  -1.75253  3.55455  -0.002
C  1.23044  -0.70035  4.48974  0.011
C  1.81702  -3.04032  3.81070  -0.001
C  1.82388  -4.00517  2.85206  -0.001
C  1.34069  -3.74939  1.53359  -0.002
C  1.41729  -4.66809  0.47062  0.009
C  0.97455  -4.28105  -0.77569  -0.002
C  0.43039  -3.00761  -0.96344  0.003
N  0.31362  -2.12623  0.02235  -0.045
C  0.78095  -2.48205  1.25061  -0.002
H  0.61019  1.32841  4.81370  -0.001
H  -0.37951  1.57751  2.56285  -0.001
H  1.65998  -0.83411  5.47253  0.000
H  2.24028  -3.22906  4.78655  0.000
H  2.22246  -4.98231  3.07682  0.000
H  1.82741  -5.65417  0.63606  0.000
H  1.04827  -4.95063  -1.61771  0.000
H  0.07568  -2.71086  -1.94391  0.000
O  -0.22699  1.76558  0.07884  -0.039
C  1.02717  1.71044  -0.10870  0.007
O  1.48035  0.53634  -0.28780  0.000
C  1.90393  2.89026  -0.10521  0.000
C  1.37304  4.16708  0.10636  0.004
C  2.21586  5.26352  0.15812  -0.001
C  3.57319  5.06703  -0.04433  0.006
C  4.12186  3.81649  -0.28594  -0.001
C  3.27896  2.71968  -0.30684  0.004
N  4.47285  6.26099  0.02066  0.000
O  4.16232  7.06794  0.84143  0.001
O  5.38105  6.24012  -0.75083  0.001
H  0.30829  4.29668  0.24314  0.000
H  1.83091  6.25457  0.34982  0.000
H  5.18246  3.70187  -0.45485  0.000
H  3.68084  1.73348  -0.47753  0.000

Properties
gap between HOMO and LUMO (alpha / beta)	4.99 / 6.11	eV
spin multiplicity	4
HOMO (alpha / beta)	-16.9 / -16.9	eV
net charge	+3

=====

[3]
Formula: C28H21N4O10S2
Source: the OMol25 dataset
Level of theory: ωB97M-V/def2-TZVPD

Each line ends with the natural charge from an NBO analysis.
CARTESIAN COORDINATES (ANGSTROEM)
C  -5.13077  -0.72696  -0.50619  -0.635
C  -4.05735  -0.29533  0.44471  0.025
C  -4.08607  -0.74320  1.76716  -0.216
C  -3.16845  -0.26651  2.70078  -0.162
C  -2.17112  0.63164  2.29560  -0.386
S  -1.05124  1.31119  3.51326  2.304
O  -0.87954  2.73022  3.37444  -0.873
O  -1.29122  0.65370  4.76778  -0.903
N  0.50711  0.73665  2.94972  -0.620
C  0.78848  -0.62353  2.69244  0.189
C  -0.03921  -1.73800  2.71194  -0.206
C  0.45929  -2.92972  2.15687  0.003
N  -0.39890  -4.06679  2.01386  0.505
O  0.11225  -5.09995  1.51475  -0.395
O  -1.60164  -4.02047  2.35918  -0.397
C  1.78159  -2.99211  1.61896  -0.183
C  2.60146  -1.86592  1.61949  -0.193
C  2.10308  -0.67235  2.14650  -0.038
C  2.53690  0.70982  2.02691  -0.061
N  3.46460  1.12882  1.04784  0.506
O  4.45889  0.41558  0.77826  -0.387
O  3.22309  2.21458  0.45566  -0.380
C  1.54520  1.53141  2.54136  0.115
C  -2.09906  1.04523  0.95958  -0.096
C  -3.03682  0.57411  0.04201  -0.236
H  -4.94833  -0.32573  -1.50311  0.218
H  -5.17665  -1.81749  -0.56834  0.228
H  -6.11745  -0.38185  -0.17989  0.226
H  -4.84979  -1.46219  2.07513  0.221
H  -3.20474  -0.60615  3.73382  0.247
H  -1.04333  -1.70405  3.12222  0.253
H  2.10970  -3.92804  1.17276  0.250
H  3.60999  -1.90659  1.20931  0.256
H  1.52738  2.61189  2.54516  0.321
H  -1.31600  1.73620  0.65100  0.238
H  -2.99206  0.90104  -0.99983  0.222
C  1.26318  7.74850  6.88079  -0.225
C  0.62290  6.52487  6.65133  -0.222
C  1.04335  5.68833  5.61155  -0.227
C  2.12003  6.08671  4.81513  -0.203
S  2.54147  5.14186  3.33554  2.168
C  3.19039  3.63520  3.81831  -0.865
C  4.52868  3.29126  3.51532  0.020
C  5.39596  2.70620  4.49958  -0.258
C  6.67466  2.30851  4.17048  -0.165
C  7.07783  2.30548  2.81063  -0.061
N  8.19858  1.56399  2.35462  0.509
O  8.35497  1.46230  1.11236  -0.437
O  8.96461  1.03479  3.18826  -0.443
C  6.26845  2.92204  1.82970  -0.184
C  5.05657  3.45954  2.18294  -0.181
O  1.26219  4.93843  2.67772  -0.984
O  3.57550  5.94202  2.72348  -0.980
C  2.80213  7.28039  5.06482  -0.230
C  2.35520  8.12222  6.08505  -0.219
H  0.90549  8.42053  7.66639  0.205
H  -0.23784  6.22349  7.24910  0.207
H  0.53288  4.75062  5.38522  0.232
H  2.59154  3.09155  4.53919  0.220
H  5.00070  2.61865  5.51788  0.208
H  7.38756  1.98436  4.92542  0.229
H  6.61879  2.96541  0.79938  0.243
H  4.51268  4.02807  1.42922  0.230
H  3.64783  7.56691  4.43760  0.248
H  2.85338  9.08217  6.22325  0.207

Properties
gap between HOMO and LUMO	4.72	eV
ΔE to the lowest compared entry with this formula, charge and spin	59.59	kJ/mol
HOMO	-3.9	eV
net charge	-1